(1)
{
  "formula": "C19H23FN3NiO4SSi",
  "method": "ωB97M-V/def2-TZVPD",
  "symbols": ["Ni", "O", "C", "C", "C", "C", "C", "C", "C", "N", "C", "C", "N", "H", "H", "H", "H", "H", "H", "H", "C", "Si", "C", "C", "N", "C", "C", "C", "C", "C", "C", "F", "H", "H", "H", "H", "H", "H", "H", "H", "H", "H", "H", "H", "H", "C", "S", "O", "O", "O", "H", "H", "H"],
  "coordinates": [[-0.41404, -0.06424, -0.36726], [-1.29979, -0.26243, 1.29311], [-2.49045, -0.68523, 1.57540], [-3.01835, -0.59666, 2.93245], [-4.27804, -1.06079, 3.27925], [-5.09390, -1.58009, 2.25474], [-4.70141, -1.72018, 0.91600], [-3.43008, -1.15879, 0.55457], [-2.99136, -1.22973, -0.79012], [-1.76730, -0.92408, -1.33801], [-1.78663, -1.23493, -2.67356], [-3.05069, -1.71745, -2.94809], [-3.77488, -1.69514, -1.80341], [-2.31915, -0.14550, 3.64545], [-4.63674, -1.16782, 4.31034], [-6.06392, -1.94946, 2.55887], [-5.40260, -2.13225, 0.15922], [-0.89493, -1.17570, -3.36001], [-3.46822, -1.94466, -3.92645], [-4.70768, -1.94504, -1.63677], [0.59909, 1.70386, 2.36601], [1.80729, 0.31711, 1.98944], [1.58935, -1.44169, 2.65829], [3.51707, 0.58569, 2.59960], [1.51845, 0.09135, 0.18553], [2.58913, 0.20550, -0.60902], [3.44403, 1.32120, -0.53577], [4.67092, 1.33115, -1.21667], [5.13112, 0.32136, -1.99409], [4.30051, -0.75182, -2.20915], [3.01119, -0.74712, -1.64755], [2.15526, -1.73680, -2.02175], [0.26799, 1.33127, 3.35094], [-0.21953, 1.93242, 1.63474], [1.25181, 2.58099, 2.50826], [2.08803, -2.21520, 1.96411], [0.53183, -1.81312, 2.65496], [1.83811, -1.57368, 3.76867], [3.49360, 0.48282, 3.74176], [3.93057, 1.62823, 2.37995], [4.22209, -0.12096, 2.18991], [3.05877, 2.25332, -0.00444], [5.23767, 2.26776, -1.16051], [5.97719, 0.56508, -2.61737], [4.69215, -1.58264, -2.93060], [-1.11419, 2.40732, -3.55153], [-0.20271, 2.06307, -1.98769], [-1.21618, 2.06231, -0.87578], [0.83396, 2.98659, -1.79372], [0.24936, 0.63241, -2.13739], [-0.67164, 1.77391, -4.30287], [-0.90716, 3.43429, -3.72838], [-2.08496, 2.09417, -3.30363]],
  "forces_ev_per_angstrom": [[2.276, 0.861, 0.196], [-1.465, -0.696, 1.620], [-1.159, 0.504, -0.319], [0.666, -0.055, -0.399], [0.718, -0.286, -1.101], [-0.586, -0.845, -0.493], [0.799, 1.598, 1.040], [0.047, -0.633, 1.809], [1.954, 0.110, -2.603], [-2.481, -1.309, 0.614], [-0.693, -0.647, -0.417], [0.957, 0.284, -1.844], [1.160, 0.608, 0.902], [-0.332, -0.312, -0.088], [0.270, 0.521, -0.408], [-0.135, -0.135, -0.117], [0.555, 0.262, 0.759], [-1.270, 0.183, 1.188], [-0.001, -0.180, 0.482], [-1.112, -0.384, -0.279], [0.521, -0.213, 0.730], [-1.469, -1.202, -3.508], [-1.259, -1.605, 0.857], [1.005, 2.430, 1.392], [-0.572, -0.537, 2.499], [1.280, -0.536, -1.764], [0.358, 0.704, -0.084], [-0.745, 2.309, 1.392], [0.354, 0.483, -0.530], [-0.829, -1.984, -1.413], [0.785, 0.402, 0.810], [0.074, 0.008, 0.347], [-0.646, 0.824, -0.071], [0.883, -0.550, 0.846], [-0.403, -0.014, 0.106], [-0.197, 1.336, 1.240], [0.506, 0.591, -0.274], [0.311, 0.061, -1.500], [0.091, 0.034, -1.465], [-0.475, -1.298, 0.277], [0.150, -0.362, -0.088], [0.686, -1.479, -0.608], [-0.024, -0.328, -0.019], [0.438, -0.633, 0.058], [-1.296, 1.430, 1.380], [2.142, -0.664, 1.509], [-2.401, -2.923, 0.652], [0.661, -0.093, -1.224], [1.814, 1.963, -0.283], [-0.085, 1.551, -1.095], [0.134, -0.109, -0.265], [-0.476, 0.903, -0.373], [-1.484, 0.052, -0.073]],
  "mulliken_spin": [1.72, 0.07, 0.02, 0.00, 0.00, 0.00, 0.00, -0.03, 0.01, 0.06, 0.01, 0.00, 0.00, 0.00, 0.00, 0.00, 0.00, 0.00, 0.00, 0.00, 0.00, 0.00, 0.00, 0.00, 0.08, -0.02, 0.02, -0.01, 0.01, -0.01, 0.01, 0.00, 0.00, 0.00, 0.00, 0.00, 0.00, 0.00, 0.00, 0.00, 0.00, 0.00, 0.00, 0.00, 0.00, 0.00, 0.00, 0.02, 0.00, 0.03, 0.00, 0.00, 0.00],
  "relative_energy_ev": 0.961,
  "multiplicity": 3,
  "charge": -1,
  "energy_ha": -3499.0052
}

(2)
{
  "formula": "C19H23FN4O3S",
  "method": "ωB97M-V/def2-TZVPD",
  "symbols": ["C", "H", "O", "C", "C", "C", "C", "C", "C", "H", "H", "C", "N", "C", "C", "N", "C", "O", "C", "C", "C", "O", "N", "H", "C", "C", "C", "S", "C", "N", "C", "H", "H", "H", "H", "H", "H", "H", "H", "H", "H", "H", "H", "H", "H", "H", "H", "F", "H", "H", "H"],
  "coordinates": [[1.83773, 5.22095, -1.20503], [2.54670, 5.93754, -0.79408], [2.60389, 4.09775, -1.57584], [1.96373, 3.02274, -2.09719], [0.59459, 2.94698, -2.32220], [0.06539, 1.77999, -2.84208], [0.82854, 0.65977, -3.13781], [2.20314, 0.78197, -2.95028], [2.76605, 1.93192, -2.44142], [3.83145, 2.01497, -2.29828], [2.84266, -0.04484, -3.22460], [0.19767, -0.63188, -3.60498], [-0.26281, -1.52920, -2.55657], [0.74748, -2.22761, -1.79679], [1.41279, -1.38552, -0.69447], [0.48659, -0.42603, -0.13405], [-0.76001, -0.15189, -0.54191], [-1.44400, 0.68938, 0.02245], [-1.29499, -0.98264, -1.70009], [-2.20647, -2.10063, -1.12679], [-1.77476, -2.60581, 0.24363], [-1.04487, -3.56638, 0.39834], [-2.30522, -1.92001, 1.27773], [-2.81477, -1.06710, 1.10385], [-2.03203, -2.27268, 2.64896], [-1.37617, -1.18955, 3.44922], [-1.08441, 0.07793, 3.05548], [-0.34103, 0.95207, 4.34119], [-0.48947, -0.48751, 5.34064], [-1.03386, -1.47721, 4.73727], [-0.01351, -0.50163, 6.74236], [1.05982, -0.32010, 6.78096], [-0.50815, 0.27825, 7.31947], [-0.23064, -1.47093, 7.18235], [-1.25798, 0.55509, 2.11085], [-2.96412, -2.55819, 3.15420], [-1.37886, -3.15141, 2.62844], [-3.22438, -1.71846, -1.05386], [-2.18678, -2.93609, -1.82705], [-1.93015, -0.33296, -2.30758], [0.82682, 0.12253, 0.64494], [2.28009, -0.83847, -1.08128], [1.75538, -2.05126, 0.10465], [0.26094, -3.08829, -1.33212], [1.51178, -2.59881, -2.48135], [0.91681, -1.19002, -4.20945], [-0.67163, -0.40419, -4.22986], [-1.26187, 1.76598, -3.09801], [-0.07775, 3.76145, -2.11054], [1.33434, 5.66491, -2.06937], [1.09633, 4.96510, -0.44208]],
  "forces_ev_per_angstrom": [[-0.119, 0.187, 0.061], [-0.092, -0.019, -0.024], [0.122, -0.256, -0.101], [-0.072, -0.270, -0.113], [-0.035, 0.208, 0.092], [0.366, -0.102, -0.143], [-0.258, 0.089, -0.124], [-0.131, 0.299, -0.004], [0.121, 0.112, 0.105], [0.137, 0.014, 0.015], [0.065, -0.104, -0.011], [-0.143, 0.125, -0.020], [-0.116, -0.068, -0.205], [0.116, -0.127, 0.242], [0.270, -0.260, -0.228], [0.254, 0.008, 0.263], [0.178, 0.130, -0.217], [-0.467, 0.346, -0.019], [-0.217, -0.129, -0.099], [0.138, 0.044, 0.094], [-0.453, 0.002, -0.222], [0.260, -0.321, -0.008], [-0.168, 0.252, 0.419], [0.036, -0.071, -0.152], [0.026, -0.272, 0.148], [0.070, 0.564, -0.483], [0.053, 0.012, 0.172], [-0.215, -0.720, 0.164], [0.216, 0.898, -0.295], [-0.149, -0.742, 0.401], [0.100, 0.030, 0.217], [0.048, -0.014, 0.078], [0.006, 0.000, 0.094], [0.002, -0.019, 0.026], [-0.073, 0.021, -0.309], [0.148, -0.036, -0.040], [-0.170, 0.130, 0.048], [-0.003, -0.008, -0.012], [-0.027, 0.052, 0.071], [0.157, 0.006, 0.171], [-0.210, 0.021, -0.065], [-0.089, -0.140, 0.088], [-0.002, 0.022, -0.102], [0.163, 0.040, -0.040], [0.012, -0.022, 0.033], [-0.043, 0.067, -0.030], [0.145, -0.034, -0.037], [0.081, -0.019, 0.057], [-0.060, 0.097, 0.041], [0.006, -0.024, 0.033], [0.016, 0.002, -0.034]],
  "lowdin_charge": [-0.08, 0.09, -0.08, -0.27, 0.07, -0.23, -0.15, -0.05, 0.00, 0.12, 0.12, -0.11, -0.12, -0.14, -0.13, 0.13, -0.48, 0.03, -0.20, -0.01, -0.49, 0.05, 0.08, 0.14, -0.11, -0.37, -0.36, 1.03, -0.64, 0.08, -0.09, 0.08, 0.08, 0.08, 0.03, 0.13, 0.13, 0.12, 0.13, 0.15, 0.15, 0.10, 0.13, 0.10, 0.13, 0.13, 0.13, 0.07, 0.12, 0.10, 0.10],
  "relative_energy_ev": 1.024,
  "charge": 0,
  "energy_ha": -1680.6514
}

(3)
{
  "formula": "C19H23IrN7O2S2",
  "method": "ωB97M-V/def2-TZVPD",
  "symbols": ["Ir", "N", "C", "C", "N", "C", "C", "N", "H", "H", "H", "H", "H", "H", "H", "H", "H", "H", "H", "H", "H", "S", "C", "C", "C", "C", "N", "C", "C", "C", "S", "C", "N", "H", "H", "O", "C", "N", "C", "O", "C", "C", "C", "C", "N", "C", "H", "H", "H", "H", "H", "H", "H", "H"],
  "coordinates": [[1.13423, -0.35794, 0.72351], [0.97991, 1.65158, 1.46931], [1.44783, 1.77777, 2.87514], [1.14808, 0.47357, 3.57747], [1.65664, -0.69534, 2.79469], [3.11031, -0.97982, 2.93824], [3.93216, -0.09120, 2.00853], [3.32021, -0.16942, 0.65846], [-0.01517, 1.89474, 1.45316], [1.43520, 2.34423, 0.88053], [2.51190, 1.99204, 2.87475], [0.95117, 2.61503, 3.36458], [1.56516, 0.46151, 4.58584], [0.06669, 0.34903, 3.65206], [1.13599, -1.50972, 3.11045], [3.43786, -0.85348, 3.97152], [3.25260, -2.02759, 2.66925], [3.96806, 0.94676, 2.32256], [4.96077, -0.45192, 1.98782], [3.67170, 0.55294, 0.03530], [3.60755, -1.05411, 0.24294], [-0.71285, -1.94308, 0.72766], [-0.62268, -2.43111, -0.96937], [-1.60960, -2.43069, -1.92534], [-1.25554, -2.86787, -3.20751], [-2.24417, -2.81955, -4.24662], [-3.04397, -2.72625, -5.06464], [0.04519, -3.30721, -3.48405], [1.03639, -3.30775, -2.49251], [0.67816, -2.84358, -1.25142], [1.61258, -2.61657, 0.24097], [0.39389, -3.73356, -4.80908], [0.69914, -4.05200, -5.86866], [-2.62293, -2.11153, -1.71725], [2.03401, -3.65571, -2.72260], [-1.97857, 2.74380, 1.91902], [-2.79155, 3.36330, 0.91074], [-3.88392, 2.55785, 0.44992], [-3.82361, 1.57022, -0.49654], [-4.77714, 0.93075, -0.86147], [-2.46493, 1.29090, -1.08984], [-2.24273, 1.36292, -2.46055], [-0.98344, 1.04554, -2.94378], [-0.00604, 0.63672, -2.05392], [-0.24059, 0.51475, -0.73620], [-1.45475, 0.82951, -0.27433], [-2.49410, 2.68292, 2.73241], [-2.11267, 3.57384, 0.08724], [-3.18877, 4.30711, 1.27954], [-4.79912, 2.68177, 0.86121], [-3.04228, 1.66414, -3.12576], [-0.75348, 1.10734, -3.99821], [0.99123, 0.39236, -2.39225], [-1.62002, 0.72208, 0.78708]],
  "forces_ev_per_angstrom": [[-0.626, -0.722, 1.502], [-0.708, -0.025, 0.063], [0.120, -0.074, -0.112], [-0.113, -0.029, 0.013], [0.217, -0.180, -0.707], [0.153, 0.198, 0.052], [-0.075, -0.225, 0.066], [-0.147, 0.623, -0.373], [0.071, 0.220, 0.065], [0.033, -0.040, -0.030], [-0.059, 0.084, 0.015], [-0.044, -0.062, 0.065], [0.009, -0.027, -0.009], [0.008, -0.041, 0.054], [0.128, -0.060, 0.075], [-0.055, -0.004, 0.018], [0.038, 0.017, -0.004], [-0.010, -0.058, 0.040], [0.004, -0.002, -0.031], [0.180, 0.031, 0.145], [-0.108, 0.035, -0.171], [-0.421, 0.605, 0.776], [0.084, 0.014, -0.170], [-0.005, -0.028, 0.089], [0.013, -0.009, -0.001], [0.001, 0.014, -0.027], [-0.004, 0.002, 0.006], [-0.016, 0.021, -0.013], [0.004, 0.025, 0.044], [-0.339, 0.056, 0.186], [0.439, -0.006, -0.542], [-0.006, -0.002, -0.025], [0.008, -0.006, 0.007], [-0.006, -0.004, -0.006], [0.000, -0.006, 0.001], [-0.044, -0.054, 0.004], [-0.033, 0.058, -0.123], [0.075, -0.121, 0.168], [0.005, 0.051, -0.073], [-0.002, 0.029, 0.001], [-0.017, -0.048, -0.030], [-0.009, 0.006, 0.018], [0.022, 0.008, 0.008], [-0.030, 0.077, -0.009], [1.286, -0.496, -1.139], [0.040, 0.167, 0.120], [0.017, 0.048, 0.018], [0.001, 0.021, 0.018], [-0.010, -0.020, 0.028], [-0.011, 0.042, -0.030], [0.002, 0.000, -0.006], [-0.005, -0.001, -0.003], [-0.012, -0.054, -0.005], [-0.043, -0.047, -0.024]],
  "mulliken_spin": [0.07, 0.01, 0.00, 0.00, 0.00, 0.00, 0.00, 0.03, 0.00, 0.00, 0.00, 0.00, 0.00, 0.00, 0.00, 0.00, 0.00, 0.00, 0.00, 0.00, 0.00, 0.51, -0.01, 0.00, 0.01, 0.00, 0.00, 0.01, -0.03, 0.05, 0.40, 0.00, 0.00, -0.02, -0.01, 0.00, 0.00, 0.00, -0.01, 0.00, -0.02, 0.00, 0.00, 0.00, -0.03, 0.02, 0.00, 0.00, 0.00, 0.00, 0.00, 0.00, 0.00, 0.04],
  "relative_energy_ev": 1.736,
  "multiplicity": 2,
  "charge": 2,
  "energy_ha": -2171.7645
}

(4)
{
  "formula": "C19H23MnN2O2S2Se3",
  "method": "ωB97M-V/def2-TZVPD",
  "symbols": ["Mn", "C", "C", "N", "C", "C", "S", "C", "C", "S", "C", "N", "C", "H", "H", "H", "H", "H", "H", "H", "H", "O", "C", "C", "C", "O", "C", "Se", "C", "Se", "H", "H", "H", "H", "H", "H", "H", "H", "H", "H", "Se", "C", "C", "C", "C", "C", "C", "H", "H", "H", "H", "H"],
  "coordinates": [[0.44279, -0.18458, -0.04837], [-0.68025, 2.24883, 2.54004], [0.70727, 2.16957, 2.03227], [1.16675, 1.38363, 1.08722], [2.52885, 1.54132, 0.90467], [3.09223, 2.47736, 1.71515], [1.91775, 3.17970, 2.73767], [3.21940, 0.65217, -0.00648], [4.53281, 0.65776, -0.37071], [4.87716, -0.66733, -1.40086], [3.22718, -1.17092, -1.28888], [2.50494, -0.38738, -0.54012], [2.69583, -2.37401, -1.96679], [-1.29609, 1.46622, 2.09576], [-1.12101, 3.21550, 2.29839], [-0.68471, 2.14770, 3.62460], [4.11939, 2.76886, 1.76964], [5.29232, 1.35586, -0.09085], [3.33294, -2.66694, -2.79756], [1.68586, -2.16819, -2.33392], [2.64510, -3.19967, -1.25287], [-2.67923, -2.78092, 4.02310], [-2.52800, -3.48724, 2.81761], [-1.68284, -2.62179, 1.85425], [-1.32977, -3.46386, 0.61392], [-0.76118, -2.65294, -0.40971], [-0.43688, -2.24511, 2.65931], [1.08898, -1.62638, 1.62229], [-2.53868, -1.41375, 1.47857], [-1.80976, -0.11169, 0.18379], [-3.15002, -3.32758, 4.66175], [-3.50643, -3.70553, 2.36817], [-2.00104, -4.43687, 2.98655], [-2.23544, -3.95308, 0.23688], [-0.61222, -4.24272, 0.90716], [-0.81297, -3.13191, -1.24558], [-0.07489, -3.12341, 3.19901], [-0.68047, -1.47789, 3.39557], [-2.81156, -0.86845, 2.38485], [-3.45758, -1.75899, 0.99943], [0.38573, 0.64361, -2.20550], [-0.48959, 2.11779, -3.03338], [-1.52732, 2.79553, -2.40976], [-2.08471, 3.89758, -3.03089], [-1.61796, 4.31779, -4.26693], [-0.57995, 3.63878, -4.88385], [-0.01576, 2.53574, -4.27544], [-1.89211, 2.45748, -1.44694], [-2.89492, 4.42983, -2.55793], [-2.04638, 5.18618, -4.74210], [-0.21736, 3.96685, -5.84586], [0.79381, 1.99754, -4.74631]],
  "forces_ev_per_angstrom": [[0.639, 0.549, 0.680], [-0.317, -0.094, -0.009], [0.251, 0.187, 0.028], [-0.077, -0.235, -0.345], [0.346, 0.638, 0.600], [-0.328, -0.159, -0.200], [-0.217, -0.523, -0.513], [0.878, -0.052, -0.230], [-0.385, -0.138, -0.016], [-0.778, 0.059, 0.233], [0.391, 0.037, -0.089], [-0.450, 0.127, 0.208], [-0.151, -0.197, -0.064], [0.117, 0.155, 0.151], [-0.032, 0.033, -0.044], [-0.033, -0.046, 0.021], [0.292, 0.041, 0.002], [0.215, 0.202, 0.078], [-0.039, -0.039, -0.041], [0.171, -0.047, 0.002], [-0.029, 0.012, -0.031], [-0.129, 0.170, 0.333], [-0.022, -0.312, -0.566], [0.111, -0.100, 0.085], [-0.062, -0.281, 0.485], [-0.233, -0.248, -0.576], [-0.086, 0.426, -0.141], [0.589, -0.575, 0.872], [0.215, -0.136, -0.193], [-0.857, 0.198, 0.228], [0.031, 0.059, -0.087], [0.082, -0.035, -0.027], [-0.051, 0.034, -0.076], [0.030, 0.035, 0.026], [-0.111, 0.069, 0.005], [-0.054, 0.051, 0.023], [0.040, 0.092, -0.058], [0.005, -0.171, -0.042], [0.048, 0.095, -0.127], [0.017, 0.091, 0.021], [0.417, -0.006, -1.073], [-0.298, 0.030, 0.329], [0.009, -0.077, 0.105], [-0.139, 0.101, -0.091], [0.057, 0.070, 0.076], [-0.107, 0.050, -0.080], [0.111, -0.327, 0.263], [-0.013, 0.064, -0.037], [-0.089, 0.057, 0.088], [-0.092, 0.067, -0.044], [0.060, 0.018, -0.081], [0.058, -0.022, -0.057]],
  "mulliken_spin": [2.23, -0.02, 0.00, -0.03, 0.00, 0.00, 0.00, 0.01, 0.00, 0.00, 0.01, -0.02, 0.00, 0.03, 0.00, 0.00, 0.00, 0.00, 0.00, 0.00, 0.00, 0.00, 0.00, -0.01, 0.00, 0.01, 0.03, -0.05, 0.01, 0.50, 0.00, 0.00, 0.00, 0.00, 0.00, 0.00, 0.00, 0.00, 0.03, 0.00, 0.22, 0.02, 0.02, -0.01, 0.03, -0.01, 0.02, 0.01, 0.00, 0.00, 0.00, 0.00],
  "relative_energy_ev": 1.717,
  "multiplicity": 4,
  "charge": 1,
  "energy_ha": -10149.2298
}